{
  "formula": "C13H20O7",
  "method": "ωB97M-V/def2-TZVPD",
  "elements": ["O", "C", "O", "C", "C", "C", "C", "C", "C", "O", "C", "O", "O", "C", "O", "H", "H", "H", "H", "H", "H", "H", "H", "H", "H", "C", "C", "O", "C", "C", "H", "H", "H", "H", "H", "H", "H", "H", "H", "H"],
  "xyz": [[2.138082, -1.191506, 0.932496], [1.135174, -1.548935, 0.505772], [0.893874, -2.892312, 0.281631], [-0.010483, -0.576340, 0.192475], [-1.081370, -0.710745, 1.242767], [-2.347033, -1.074794, 1.122249], [-2.970055, -1.420994, -0.222206], [-4.398639, -1.996687, -0.171431], [-5.424428, -1.133858, 0.572378], [-6.615645, -0.979124, -0.215156], [-2.937530, -1.068854, 2.531275], [-3.801457, -1.646798, 3.006578], [-2.096952, -0.189904, 3.216684], [-0.833523, -0.412888, 2.725826], [0.168559, -0.371345, 3.282944], [0.730454, -3.286008, 1.151659], [-0.394596, -0.822027, -0.800123], [0.412878, 0.427003, 0.277130], [-2.862674, -0.551980, -0.880869], [-2.332389, -2.206195, -0.654179], [-4.356161, -3.029836, 0.185440], [-4.752521, -2.062243, -1.210036], [-5.040849, -0.155624, 0.898314], [-5.720649, -1.679899, 1.477766], [-7.327936, -0.924577, 0.430525], [3.776527, 3.447193, -2.607201], [3.019404, 2.969237, -1.379704], [2.861073, 1.563261, -1.317815], [4.057772, 0.800715, -1.264543], [4.916692, 1.096134, -0.048436], [3.313254, 3.061167, -3.516994], [3.781633, 4.537294, -2.648772], [4.813961, 3.108846, -2.599447], [2.010420, 3.384743, -1.401266], [3.489489, 3.340828, -0.462615], [4.630793, 0.927292, -2.189891], [3.746309, -0.243612, -1.231499], [5.309029, 2.115038, -0.067948], [5.766365, 0.413381, -0.010463], [4.333148, 0.984949, 0.866689]],
  "atomic_forces_ev_per_a": [[4.07, 1.40, 1.56], [-3.19, -0.66, -1.14], [-0.95, 0.06, 0.05], [-0.04, -0.73, 0.47], [0.72, 0.05, 0.55], [-0.52, -0.30, -0.82], [-0.05, -0.90, 0.75], [0.14, 0.73, -0.82], [-0.56, -0.88, 0.56], [0.35, 0.07, 0.20], [3.39, 2.40, -3.21], [-3.23, -1.84, 1.83], [-0.08, -0.62, 2.32], [-2.99, 0.11, -4.18], [3.04, 0.43, 2.45], [0.26, -0.21, -0.20], [-0.05, 0.33, 0.10], [0.02, -0.11, -0.41], [-0.31, -0.02, 0.17], [-0.07, 0.23, -0.05], [-0.14, 0.24, 0.24], [0.06, -0.01, 0.19], [0.10, -0.11, -0.32], [0.25, 0.30, -0.01], [-0.11, 0.09, -0.31], [0.13, -0.13, -0.02], [0.04, 0.11, -0.03], [-0.23, -0.12, -0.01], [0.10, -0.07, 0.05], [-0.03, 0.23, 0.05], [-0.04, 0.05, 0.02], [-0.02, -0.02, 0.01], [0.01, 0.07, 0.03], [-0.04, -0.14, 0.03], [0.06, 0.01, -0.03], [0.03, 0.05, 0.02], [-0.14, 0.06, -0.01], [0.07, -0.04, -0.03], [-0.03, -0.02, -0.01], [0.00, -0.09, -0.03]],
  "smiles": "O=C(O)CC1=C(CCCO)C(=O)OC1=O.CCOCC",
  "spin_multiplicity": 1,
  "lumo_ev": -0.3,
  "e_above_lowest_ev": 1.117,
  "total_energy_ha": -1033.98933
}

{
  "formula": "C43H79N3O23S2",
  "method": "ωB97M-V/def2-TZVPD",
  "elements": ["C", "C", "O", "S", "C", "O", "O", "H", "H", "H", "H", "H", "H", "H", "H", "C", "C", "O", "S", "C", "O", "O", "H", "H", "H", "H", "H", "H", "H", "H", "O", "C", "C", "C", "C", "O", "H", "H", "H", "H", "H", "H", "O", "C", "C", "C", "C", "O", "H", "H", "H", "H", "H", "H", "O", "C", "C", "C", "C", "O", "H", "H", "H", "H", "H", "H", "O", "C", "C", "C", "C", "O", "H", "H", "H", "H", "H", "H", "O", "C", "C", "C", "C", "O", "H", "H", "H", "H", "H", "H", "O", "C", "C", "C", "C", "O", "H", "H", "H", "H", "H", "H", "O", "C", "C", "C", "C", "O", "H", "H", "H", "H", "H", "H", "C", "N", "C", "C", "O", "H", "H", "H", "H", "H", "H", "H", "C", "N", "C", "C", "O", "H", "H", "H", "H", "H", "H", "H", "C", "N", "C", "C", "O", "H", "H", "H", "H", "H", "H", "H"],
  "xyz": [[2.916887, -9.203391, 20.497136], [2.075884, -9.522153, 21.644680], [2.494818, -8.790068, 22.739632], [1.879344, -9.187969, 24.194298], [0.088558, -9.085840, 24.005980], [2.260008, -10.541480, 24.503992], [2.335177, -8.124602, 25.013989], [3.935016, -9.558490, 20.704415], [2.887114, -8.149014, 20.253969], [2.422260, -9.754996, 19.694139], [1.027185, -9.258493, 21.501750], [2.143004, -10.569672, 21.957793], [-0.100468, -8.061603, 23.681886], [-0.313029, -9.385604, 24.971741], [-0.269048, -9.737098, 23.207056], [-1.385766, -8.107000, 29.809910], [-1.207984, -8.752308, 28.465651], [-1.816672, -10.015397, 28.551307], [-1.027249, -11.267231, 27.921370], [0.256811, -11.465495, 29.103445], [-1.887165, -12.383906, 28.037700], [-0.363515, -10.886993, 26.710000], [-2.442290, -7.987048, 30.057253], [-0.925561, -7.118515, 29.807722], [-0.931295, -8.730931, 30.567038], [-1.735884, -8.211809, 27.686272], [-0.161950, -8.868291, 28.209367], [0.774170, -12.314993, 28.640660], [-0.261105, -11.726901, 30.027228], [0.916370, -10.607124, 29.170889], [6.131409, -7.334428, 27.136808], [5.153991, -8.025281, 27.468734], [3.875521, -7.604336, 28.132591], [3.289114, -8.981951, 28.593900], [3.921829, -9.904242, 27.649064], [5.160860, -9.356084, 27.217172], [3.992730, -6.818928, 28.870620], [3.247494, -7.287703, 27.296195], [3.598729, -9.180026, 29.613136], [2.212944, -9.062368, 28.477127], [4.083208, -10.895097, 28.049223], [3.314281, -10.132213, 26.769299], [-0.050871, -12.161738, 20.946105], [-0.280518, -11.532703, 19.943591], [0.485265, -11.569213, 18.655324], [0.047133, -10.317949, 17.922216], [-1.357625, -10.117666, 18.472750], [-1.369095, -10.678356, 19.824022], [1.550968, -11.735257, 18.806715], [0.100702, -12.491779, 18.196475], [0.695663, -9.492919, 18.172697], [-0.037651, -10.508430, 16.858860], [-1.846261, -9.150046, 18.557626], [-2.086940, -10.721320, 17.914800], [4.402606, -15.892714, 19.099026], [4.451320, -14.808141, 19.627083], [3.705642, -13.445096, 19.388753], [3.817445, -12.783831, 20.739191], [5.050393, -13.400883, 21.368529], [5.195054, -14.715967, 20.782948], [4.332015, -12.898642, 18.669691], [2.723572, -13.551839, 18.941617], [3.945554, -11.706294, 20.666394], [2.952638, -12.946803, 21.381013], [5.960858, -12.852886, 21.113619], [4.965087, -13.539932, 22.453052], [2.925294, -10.198217, 16.145624], [3.051674, -8.988795, 15.973809], [2.363614, -7.779448, 16.546855], [2.689712, -6.680534, 15.633228], [4.035417, -7.109196, 15.094927], [4.045324, -8.537081, 15.142986], [1.276828, -7.799625, 16.638310], [2.765307, -7.626117, 17.556859], [1.955906, -6.692097, 14.823046], [2.776989, -5.709405, 16.121871], [4.292911, -6.856426, 14.063931], [4.841750, -6.772836, 15.754772], [4.871604, -13.138479, 24.955851], [3.668528, -13.388044, 25.106111], [2.880034, -13.376827, 26.347549], [1.618752, -14.018099, 26.012062], [1.486716, -13.729160, 24.545374], [2.830781, -13.595027, 24.077082], [3.350241, -13.877146, 27.189895], [2.805662, -12.343007, 26.686618], [1.638821, -15.091800, 26.207415], [0.754122, -13.555502, 26.498067], [1.037224, -14.505220, 23.948435], [1.041244, -12.733918, 24.501487], [0.388498, -7.416188, 19.584164], [0.715106, -6.256108, 19.608240], [1.118107, -5.460236, 20.788519], [1.808257, -4.266811, 20.203024], [1.268448, -4.196760, 18.825613], [0.828197, -5.512241, 18.469058], [0.202794, -5.136483, 21.306337], [1.676921, -6.094595, 21.469379], [1.562208, -3.344224, 20.747576], [2.893170, -4.372488, 20.157259], [0.406768, -3.538624, 18.642610], [2.053379, -3.965379, 18.105236], [4.838404, -5.848370, 20.202310], [5.187458, -5.721138, 21.369028], [5.951970, -6.718599, 22.197295], [5.963478, -6.126737, 23.576867], [5.662312, -4.690306, 23.340206], [4.917087, -4.612293, 22.091056], [5.388365, -7.658925, 22.160522], [6.917493, -7.000066, 21.760892], [5.196444, -6.628326, 24.178649], [6.913026, -6.292350, 24.069125], [5.021564, -4.252537, 24.099807], [6.529262, -4.037186, 23.182075], [5.641318, -10.536313, 23.295821], [6.856134, -10.019182, 22.745441], [8.005256, -9.766017, 23.389802], [7.888316, -9.972014, 24.931347], [9.021027, -9.418509, 22.820692], [5.721887, -11.597190, 23.533415], [4.875505, -10.522478, 22.505029], [5.205697, -10.049796, 24.165656], [6.870962, -10.112380, 21.726659], [7.629462, -11.017028, 25.115123], [7.099319, -9.288413, 25.243048], [8.813443, -9.650385, 25.412423], [6.263751, -8.270778, 18.377922], [6.925538, -9.538093, 18.048018], [6.786022, -10.650942, 18.822769], [7.461259, -11.865437, 18.370003], [6.170156, -10.591163, 19.875594], [5.246740, -8.315921, 18.008210], [6.880939, -7.512177, 17.906941], [6.207097, -8.105147, 19.456974], [7.060772, -9.690944, 17.057960], [8.369842, -11.633626, 17.816947], [6.700064, -12.442457, 17.838906], [7.570734, -12.569028, 19.200229], [-2.247931, -7.912655, 21.223188], [-2.940853, -7.634059, 22.400710], [-2.655674, -6.578141, 23.168592], [-3.557992, -6.303776, 24.391253], [-1.731287, -5.814210, 22.903341], [-2.223618, -7.094838, 20.501557], [-2.701611, -8.780384, 20.760368], [-1.194881, -8.209009, 21.377968], [-3.662973, -8.230604, 22.740674], [-4.435051, -5.766362, 24.013770], [-2.960733, -5.589006, 24.954773], [-3.883426, -7.122087, 25.032247]],
  "atomic_forces_ev_per_a": [[0.33, -0.43, -0.74], [-1.59, -1.35, 0.59], [0.12, 1.36, 3.14], [0.18, -0.59, -1.64], [0.90, 0.15, -0.60], [-0.26, 0.34, -0.09], [0.11, 0.60, 0.89], [-0.13, 0.23, -0.56], [0.16, 0.24, -0.01], [0.64, 0.02, -0.45], [-0.15, -0.19, -0.58], [-0.12, -0.23, -0.58], [-0.19, 0.11, 0.43], [-0.09, 0.20, -0.05], [0.22, -0.30, 0.21], [-0.10, 0.50, -0.02], [-0.10, 0.83, 0.09], [-0.49, -2.11, -0.65], [0.78, 1.30, 1.20], [-0.36, -0.77, -0.31], [-0.53, -0.24, -0.43], [-0.54, 0.02, -0.52], [0.06, -0.06, -0.08], [0.05, -0.02, 0.12], [0.19, -0.03, 0.30], [0.22, 0.26, -0.21], [0.25, 0.22, -0.19], [0.25, 0.05, 0.62], [0.48, -0.03, 0.07], [-0.12, 0.04, 0.05], [-2.72, -1.50, 0.91], [3.43, 1.44, -1.03], [-0.81, -1.17, -0.47], [-0.02, 1.86, 0.63], [0.08, -2.13, -1.47], [-0.13, 0.64, 0.32], [0.04, -0.07, -0.02], [-0.02, 0.45, 0.07], [-0.13, -0.11, 0.28], [-0.15, 0.31, 0.29], [0.53, -0.22, 0.45], [-0.08, 0.58, -0.17], [-0.36, 0.58, -0.42], [-0.45, 0.20, 0.92], [-0.32, -0.56, 0.06], [-0.55, -0.17, -0.04], [-1.20, -0.86, 0.53], [1.38, -0.63, -0.16], [-0.11, 0.31, 0.03], [0.11, 0.18, -0.29], [0.12, 0.31, -0.17], [0.41, 0.36, -0.22], [0.78, 0.41, -0.11], [0.25, -0.07, -0.12], [-0.29, 1.39, -0.53], [-0.28, -1.13, 1.22], [1.45, -0.95, -0.38], [-0.35, 0.61, 0.55], [0.52, -0.44, 0.19], [-0.69, 0.66, -0.79], [-0.14, -0.05, -0.02], [-0.03, -0.31, 0.18], [0.05, 0.01, -0.12], [-0.16, -0.25, -0.11], [-0.12, 0.17, 0.19], [0.09, 0.15, -0.34], [-0.20, 2.56, 0.06], [0.69, -2.43, -0.49], [-1.13, -0.61, 1.50], [0.75, 1.03, -1.28], [1.03, 0.02, -0.18], [-0.69, -0.56, 0.42], [0.14, -0.79, 0.27], [0.00, -0.06, -0.05], [0.04, 0.46, 0.05], [-0.35, -0.02, -0.20], [-0.26, 0.28, 0.17], [0.00, 0.15, -0.09], [-2.76, -0.89, 0.34], [3.05, 1.12, -1.20], [1.28, 0.43, 2.27], [-2.30, -0.83, 0.01], [0.18, 0.65, -0.01], [0.92, -0.16, -0.35], [0.54, -0.09, -0.16], [-0.25, 0.20, -0.34], [-0.03, 0.06, 0.11], [0.07, -0.40, 0.22], [-0.49, 0.09, -0.16], [-0.36, -0.20, -0.77], [-0.11, 0.21, -0.28], [0.08, -0.73, -0.82], [-0.65, 0.13, 0.76], [0.70, 1.15, 1.08], [-0.31, 0.40, -2.01], [-0.26, -0.96, 0.71], [0.07, -0.35, 0.01], [0.17, 0.08, 0.11], [0.27, -0.28, -0.06], [-0.10, -0.11, 0.20], [0.31, 0.05, 0.35], [-0.12, 0.31, -0.05], [0.18, 0.30, 1.48], [-0.16, -0.08, -1.67], [-0.40, -1.02, -0.72], [0.32, -1.12, 0.57], [-0.45, 1.50, -0.11], [0.12, -0.65, -0.20], [0.01, 0.13, 0.01], [-0.04, 0.49, 0.05], [0.08, 0.34, 0.02], [0.14, 0.12, 0.24], [0.05, 0.09, 0.07], [0.03, -0.31, 0.26], [-1.05, -1.18, -0.28], [-0.52, 0.27, -1.28], [0.07, -0.48, 1.61], [0.31, 0.78, -1.41], [0.35, 0.20, -0.22], [0.10, 0.01, 0.29], [0.20, 0.27, 0.19], [0.36, 0.40, 0.06], [0.39, 0.31, 0.41], [-0.02, 0.21, 0.28], [-0.15, -0.29, 0.42], [-0.07, -0.32, -0.12], [0.38, -0.84, 0.09], [-0.19, -0.16, -0.05], [-0.17, 1.64, 0.44], [-0.45, -1.39, -0.01], [-0.35, -0.10, 0.61], [-0.30, 0.45, -0.17], [-0.39, 0.40, 0.02], [0.22, -0.16, -0.27], [0.30, -0.03, 0.16], [-0.14, -0.49, -0.08], [0.26, 0.17, -0.94], [0.72, 0.53, 0.20], [1.42, -1.09, -1.62], [-0.90, 0.48, 1.50], [0.23, 0.60, 0.80], [0.56, 0.68, -0.71], [-0.28, -0.22, 0.02], [-0.18, 0.14, 0.19], [-0.15, -0.06, -0.19], [-0.33, 0.29, 0.12], [-0.30, -0.39, -0.16], [0.01, -0.13, 0.15], [-0.23, -0.06, 0.28], [0.16, -0.24, -0.32]],
  "smiles": "CCOS(C)(=O)=O.CCOS(C)(=O)=O.O=C1CCCO1.O=C1CCCO1.O=C1CCCO1.O=C1CCCO1.O=C1CCCO1.O=C1CCCO1.O=C1CCCO1.CNC(C)=O.CNC(C)=O.CNC(C)=O",
  "spin_multiplicity": 1,
  "lumo_ev": 0.1,
  "total_energy_ha": -4377.12471
}

{
  "formula": "C4H7NO",
  "method": "ωB97M-V/def2-TZVPD",
  "elements": ["O", "C", "C", "N", "C", "C", "H", "H", "H", "H", "H", "H", "H"],
  "xyz": [[2.085045, 0.058844, 2.320932], [1.011406, 0.258162, 1.813458], [0.321828, -0.645412, 0.801607], [-0.425465, 0.244663, -0.050949], [-0.004705, 0.611181, -1.377531], [-1.289192, -0.110288, -1.141635], [0.404038, 1.161680, 2.033078], [-0.381772, -1.275278, 1.363275], [1.057199, -1.308650, 0.320324], [0.788026, 0.038813, -1.861985], [0.019784, 1.677797, -1.581870], [-2.235059, 0.425854, -1.141296], [-1.351132, -1.137366, -1.497407]],
  "atomic_forces_ev_per_a": [[-0.38, -0.02, -0.22], [0.28, -0.11, 0.17], [0.02, -0.09, 0.03], [-0.05, 0.22, 0.17], [0.15, 0.13, -0.17], [-0.20, -0.14, -0.07], [0.15, -0.06, 0.09], [0.07, 0.07, -0.05], [-0.13, 0.16, -0.08], [-0.09, 0.01, 0.18], [-0.07, -0.13, -0.07], [0.12, -0.08, -0.14], [0.13, 0.03, 0.14]],
  "smiles": "O=CCN1CC1",
  "spin_multiplicity": 1,
  "lumo_ev": 1.1,
  "e_above_lowest_ev": 2.535,
  "total_energy_ha": -286.53849
}